{"formula": "C37H108N8O13", "method": "the ωB97M-V functional and the def2-TZVPD basis", "species": ["C", "C", "C", "O", "C", "N", "H", "H", "H", "H", "H", "H", "H", "H", "H", "H", "H", "C", "C", "C", "O", "C", "N", "H", "H", "H", "H", "H", "H", "H", "H", "H", "H", "H", "C", "C", "C", "O", "C", "N", "H", "H", "H", "H", "H", "H", "H", "H", "H", "H", "H", "C", "C", "C", "O", "C", "N", "H", "H", "H", "H", "H", "H", "H", "H", "H", "H", "H", "C", "C", "C", "O", "C", "N", "H", "H", "H", "H", "H", "H", "H", "H", "H", "H", "H", "C", "C", "C", "O", "C", "N", "H", "H", "H", "H", "H", "H", "H", "H", "H", "H", "H", "C", "C", "C", "O", "C", "N", "H", "H", "H", "H", "H", "H", "H", "H", "H", "H", "H", "C", "C", "C", "O", "C", "N", "H", "H", "H", "H", "H", "H", "H", "H", "H", "H", "H", "C", "O", "H", "H", "H", "H", "C", "O", "H", "H", "H", "H", "C", "O", "H", "H", "H", "H", "C", "O", "H", "H", "H", "H", "C", "O", "H", "H", "H", "H"], "xyz": [[1.990, -4.651, 0.976], [3.102, -5.332, 1.730], [3.177, -6.892, 1.607], [4.526, -7.312, 1.896], [4.810, -8.675, 2.051], [4.405, -4.767, 1.487], [1.002, -5.005, 1.272], [2.158, -4.768, -0.095], [1.876, -3.574, 1.106], [3.012, -5.227, 2.811], [3.013, -7.253, 0.592], [2.344, -7.264, 2.203], [5.580, -8.885, 1.309], [3.943, -9.334, 1.996], [5.089, -8.853, 3.089], [4.847, -5.627, 1.778], [4.678, -4.705, 0.516], [0.301, -2.751, 3.673], [-1.119, -2.538, 4.313], [-2.357, -2.362, 3.378], [-2.595, -3.553, 2.563], [-3.821, -4.139, 2.902], [-1.363, -3.505, 5.337], [0.385, -3.820, 3.867], [0.993, -2.271, 4.365], [0.404, -2.368, 2.657], [-1.070, -1.588, 4.845], [-2.229, -1.507, 2.714], [-3.169, -2.117, 4.062], [-4.058, -4.881, 2.140], [-4.633, -3.415, 2.985], [-3.612, -4.570, 3.880], [-0.714, -3.493, 6.111], [-1.523, -4.462, 5.057], [3.630, -0.364, -8.230], [3.657, 0.371, -6.840], [2.389, -0.033, -5.984], [1.127, 0.362, -6.348], [0.006, -0.047, -5.485], [5.003, 0.209, -6.216], [4.419, -0.082, -8.928], [2.726, -0.155, -8.801], [3.710, -1.450, -8.175], [3.424, 1.424, -6.995], [2.416, 0.161, -4.912], [2.428, -1.119, -6.062], [-0.162, -1.120, -5.586], [-0.898, 0.532, -5.669], [0.300, 0.124, -4.449], [5.675, -0.104, -6.902], [5.082, -0.380, -5.399], [3.896, -1.795, -0.596], [4.642, -1.324, 0.628], [3.599, -1.186, 1.779], [4.132, -0.290, 2.749], [3.315, 0.102, 3.856], [5.689, -2.228, 1.124], [3.140, -2.543, -0.358], [4.562, -2.239, -1.336], [3.375, -0.946, -1.039], [5.028, -0.325, 0.425], [3.307, -2.126, 2.246], [2.698, -0.610, 1.566], [2.748, 1.007, 3.638], [3.958, 0.264, 4.721], [2.670, -0.638, 4.331], [5.322, -3.165, 1.217], [6.137, -1.905, 1.970], [-5.109, 2.811, -0.568], [-4.156, 3.830, -1.146], [-3.827, 3.597, -2.551], [-5.073, 3.534, -3.179], [-5.218, 3.132, -4.512], [-4.829, 5.135, -0.886], [-5.932, 2.694, -1.273], [-5.452, 3.112, 0.422], [-4.609, 1.856, -0.404], [-3.196, 3.812, -0.630], [-3.412, 2.604, -2.725], [-3.188, 4.374, -2.970], [-4.573, 2.291, -4.765], [-4.940, 3.959, -5.165], [-6.280, 2.887, -4.525], [-4.177, 5.886, -1.058], [-5.451, 5.016, -1.673], [1.429, 3.369, 2.215], [1.443, 4.734, 3.006], [0.213, 5.663, 2.607], [0.224, 6.019, 1.187], [-1.047, 6.355, 0.644], [1.554, 4.690, 4.479], [2.385, 2.860, 2.337], [1.093, 3.422, 1.179], [0.724, 2.700, 2.709], [2.351, 5.210, 2.635], [0.250, 6.540, 3.252], [-0.678, 5.112, 2.906], [-1.095, 7.443, 0.682], [-1.967, 6.062, 1.150], [-1.067, 6.274, -0.443], [1.607, 5.624, 4.859], [2.512, 4.376, 4.540], [-0.096, -2.709, -1.465], [-1.538, -2.969, -1.139], [-2.568, -3.203, -2.351], [-2.637, -2.033, -3.274], [-3.389, -0.901, -2.746], [-1.684, -4.215, -0.432], [-0.065, -1.897, -2.191], [0.261, -3.585, -2.007], [0.517, -2.412, -0.615], [-1.863, -2.135, -0.517], [-3.540, -3.557, -2.007], [-2.246, -4.000, -3.021], [-2.948, -0.698, -1.770], [-4.362, -1.160, -2.327], [-3.288, -0.095, -3.472], [-1.183, -4.121, 0.441], [-2.615, -4.212, -0.040], [2.840, 5.636, -5.039], [3.636, 4.354, -5.356], [3.295, 3.304, -4.366], [3.969, 3.513, -3.108], [3.433, 2.712, -2.112], [3.356, 4.028, -6.767], [1.774, 5.460, -4.891], [3.103, 6.421, -5.748], [3.091, 6.027, -4.053], [4.716, 4.497, -5.319], [3.521, 2.324, -4.787], [2.218, 3.464, -4.315], [3.595, 3.161, -1.132], [3.871, 1.723, -1.978], [2.348, 2.631, -2.183], [3.851, 3.150, -6.837], [3.615, 4.714, -7.462], [-7.016, -0.201, -0.919], [-8.053, -1.107, -1.190], [-6.128, -0.665, -0.489], [-6.654, 0.287, -1.824], [-7.301, 0.616, -0.258], [-8.202, -1.627, -0.397], [-1.624, 1.144, 0.449], [-0.398, 0.445, 0.742], [-2.467, 0.550, 0.802], [-1.508, 2.058, 1.032], [-1.742, 1.400, -0.604], [-0.351, 0.253, 1.682], [0.497, -0.219, 7.562], [0.320, 0.463, 6.314], [-0.275, -0.054, 8.313], [0.608, -1.282, 7.344], [1.366, 0.171, 8.091], [0.335, 1.409, 6.473], [-6.152, -0.165, 4.207], [-5.224, -0.284, 5.278], [-6.193, -1.102, 3.651], [-7.150, 0.108, 4.549], [-5.857, 0.700, 3.614], [-5.168, 0.531, 5.782], [-2.211, 1.847, 4.004], [-1.172, 0.899, 3.994], [-2.585, 1.605, 3.009], [-2.894, 1.590, 4.813], [-1.913, 2.895, 4.034], [-0.905, 0.616, 4.871]], "homo_lumo_gap_ev": 8.30, "e_homo_ev": -8.045, "spin_multiplicity": 1, "lumo_energy_ev": 0.3}

=====

{"formula": "C27H30GdN2O2", "method": "the ωB97M-V functional and the def2-TZVPD basis", "species": ["C", "C", "C", "H", "C", "C", "H", "C", "C", "C", "H", "C", "C", "H", "H", "H", "H", "H", "H", "Gd", "C", "C", "C", "H", "H", "H", "H", "H", "H", "C", "C", "H", "H", "O", "N", "C", "H", "C", "C", "H", "C", "H", "C", "H", "C", "H", "C", "H", "H", "H", "O", "N", "C", "C", "C", "C", "C", "H", "H", "H", "H", "H"], "xyz": [[-2.989, 1.088, 0.639], [-2.298, 0.134, -0.199], [-2.213, -1.089, 0.536], [-2.052, 0.256, -1.258], [-2.764, -0.881, 1.841], [-3.288, 0.448, 1.884], [-2.892, -1.666, 2.599], [0.803, 2.798, -2.551], [-0.257, 1.945, -3.004], [0.261, 0.629, -3.096], [-1.277, 2.257, -3.245], [1.579, 0.630, -2.529], [1.939, 1.995, -2.306], [-1.932, -2.058, 0.125], [-3.848, 0.887, 2.724], [-3.371, 2.048, 0.281], [2.914, 2.335, -1.978], [-0.259, -0.238, -3.498], [0.716, 3.869, -2.380], [-0.763, 0.671, 1.693], [2.213, -0.535, -1.784], [3.713, -0.340, -1.554], [1.916, -1.875, -2.431], [4.249, -0.166, -2.505], [4.151, -1.226, -1.076], [3.919, 0.529, -0.915], [2.233, -1.912, -3.479], [0.851, -2.111, -2.413], [2.446, -2.674, -1.905], [1.416, -0.417, -0.427], [1.410, -1.350, 0.777], [0.339, -0.375, -0.729], [1.642, 0.588, -0.014], [0.522, -0.986, 1.660], [2.052, -2.490, 0.992], [1.441, -3.523, 1.910], [2.744, -2.855, 0.329], [0.241, -4.180, 1.247], [-0.969, -4.428, 1.912], [-1.036, -4.246, 2.989], [-2.081, -4.902, 1.213], [-3.005, -5.123, 1.754], [-1.999, -5.128, -0.168], [-2.845, -5.555, -0.706], [-0.788, -4.911, -0.837], [-0.690, -5.103, -1.912], [0.339, -4.502, -0.110], [1.325, -4.437, -0.593], [1.179, -3.037, 2.860], [2.203, -4.293, 2.084], [-0.258, 2.779, 1.401], [-0.428, 4.139, 1.414], [0.664, 4.943, 1.530], [0.501, 6.325, 1.571], [-0.775, 6.884, 1.513], [-1.868, 6.029, 1.388], [-1.686, 4.655, 1.344], [1.647, 4.475, 1.600], [1.379, 6.967, 1.645], [-0.930, 7.960, 1.554], [-2.880, 6.411, 1.318], [-2.504, 3.939, 1.277]], "homo_lumo_gap_ev": [4.47, 4.48], "s_squared": 20.04, "e_homo_ev": [-5.231, -5.235], "spin_multiplicity": 9, "lumo_energy_ev": [-0.8, -0.8]}

=====

In the order shown, the computed energy above the lowest of the compared OMol25 structures with the same formula, charge and spin values come out to 554.6 0.0 kJ/mol.
In the order shown, the computed E values come out to -78646.453 -56391.328 eV.